# 1
Molecular formula: C4H12
Method: DFT, wB97M-V/def2-TZVPD

Positions of all 16 atoms, in Å:
C  -1.06533  1.73510  1.05891
C  -1.75610  2.76489  0.13823
H  -0.75867  2.20435  1.98061
H  -1.84195  0.96829  1.22690
H  -0.23674  1.26436  0.54455
H  -1.91606  2.43816  -0.87958
H  -2.79505  2.87625  0.46353
H  -1.18563  3.70683  0.11779
C  0.74708  -2.59914  -0.67154
C  2.06177  -1.88138  -0.51556
H  0.47428  -3.37563  0.02263
H  0.00443  -1.79788  -0.59352
H  0.74870  -3.11940  -1.65046
H  2.41444  -1.25921  -1.35480
H  2.90081  -2.60704  -0.54377
H  2.29016  -1.37363  0.41217

As for the SMILES: CC.CC. Its HOMO energy is -11.383 eV. The value obtained for the orbital gap is 12.45 eV. As for the relative energy (zero: lowest compared OMol25 entry of this formula, charge and spin): 11.4 kcal/mol.

# 2
Molecular formula: C4H12
Method: DFT, wB97M-V/def2-TZVPD

Positions of all 16 atoms, in Å:
C  0.55865  -0.36556  1.94881
C  -0.85418  -0.57848  1.62147
H  1.10042  -1.28284  2.23941
H  1.16955  0.01592  1.09657
H  0.74999  0.37549  2.73275
H  -1.26720  -1.59769  1.80266
H  -1.02332  -0.56722  0.48341
H  -1.54530  0.05619  2.16919
C  0.68433  1.04375  -1.79460
C  -0.35889  -0.05784  -1.77945
H  1.58413  0.69318  -1.29121
H  0.81890  1.33717  -2.84489
H  0.34881  1.93259  -1.25152
H  -0.98108  -0.09801  -2.67925
H  -1.10555  0.10280  -0.89993
H  0.12075  -1.00944  -1.55341

The multiplicity is 2. The net charge is +1. Its HOMO energy (alpha / beta) is -16.913 / -16.343 eV. The value obtained for the orbital gap (alpha / beta) is 14.01 / 5.52 eV. As for the relative energy (zero: lowest compared OMol25 entry of this formula, charge and spin): 5.2 kcal/mol.

# 3
Molecular formula: C4H12
Method: DFT, wB97M-V/def2-TZVPD

Positions of all 16 atoms, in Å:
C  -0.25071  0.50897  1.63771
C  0.88110  1.47235  1.93304
H  -0.29675  -0.00540  2.68815
H  -1.28580  0.77407  1.39416
H  0.00223  -0.20638  0.84921
H  1.85105  1.13884  2.31896
H  0.61421  2.30876  2.52207
H  1.23420  2.04861  1.04004
C  0.27419  -1.46284  -1.71034
C  -0.90968  -0.55706  -1.71917
H  1.02807  -1.24600  -0.98645
H  -0.01866  -2.54697  -1.81029
H  0.75773  -1.25193  -2.65886
H  -1.78491  -0.85558  -1.15830
H  -0.69984  0.50034  -1.52964
H  -1.39642  -0.61979  -2.81028

The multiplicity is 2. The net charge is +1. Its HOMO energy (alpha / beta) is -16.667 / -14.784 eV. The value obtained for the orbital gap (alpha / beta) is 13.82 / 3.28 eV. As for the relative energy (zero: lowest compared OMol25 entry of this formula, charge and spin): 24.0 kcal/mol.

# 4
Molecular formula: C4H12
Method: DFT, wB97M-V/def2-TZVPD

Positions of all 16 atoms, in Å:
C  -0.14998  2.08942  1.38776
C  -1.26703  1.16678  1.10438
H  -0.21011  2.67873  2.35715
H  0.82779  1.65825  1.66923
H  -0.16493  2.99517  0.75460
H  -2.16204  1.78328  1.01369
H  -1.05987  0.50720  0.24004
H  -1.44422  0.53239  1.98745
C  0.73780  -1.05242  -0.77003
C  0.69722  -2.20898  -1.76231
H  1.07525  -0.16705  -1.29364
H  -0.22104  -0.98398  -0.22716
H  1.47180  -1.35141  -0.00952
H  -0.22783  -2.65965  -2.14911
H  1.25163  -3.07429  -1.38056
H  1.08949  -1.89063  -2.73889

The multiplicity is 2. The net charge is +1. Its HOMO energy (alpha / beta) is -16.258 / -15.066 eV. The value obtained for the orbital gap (alpha / beta) is 13.41 / 3.84 eV. As for the relative energy (zero: lowest compared OMol25 entry of this formula, charge and spin): 16.4 kcal/mol.

# 5
Molecular formula: C4H12
Method: DFT, wB97M-V/def2-TZVPD

Positions of all 16 atoms, in Å:
C  -0.10349  -1.77219  0.49787
C  0.98908  -2.83275  0.38956
H  0.01873  -1.17674  -0.39415
H  -1.09586  -2.15537  0.72619
H  0.12419  -1.16802  1.40666
H  1.81800  -2.58380  1.07548
H  1.51685  -2.87515  -0.55913
H  0.61105  -3.77634  0.78463
C  -0.65692  1.53356  -0.42816
C  -0.14691  2.92951  -0.51042
H  -0.02049  0.77967  -0.85681
H  -1.03268  1.31989  0.58952
H  -1.50533  1.53840  -1.15649
H  -0.90293  3.53471  -1.11734
H  -0.52256  3.66354  0.25384
H  0.90928  3.04106  -0.70125

The multiplicity is 2. The net charge is +1. Its HOMO energy (alpha / beta) is -14.532 / -14.349 eV. The value obtained for the orbital gap (alpha / beta) is 10.87 / 3.22 eV. As for the relative energy (zero: lowest compared OMol25 entry of this formula, charge and spin): 21.4 kcal/mol.

# 6
Molecular formula: C4H12Ag2FO4
Method: DFT, wB97M-V/def2-TZVPD

Positions of all 23 atoms, in Å:
Ag  2.34946  -1.13700  -2.70559
Ag  -0.65222  1.18659  -3.42751
F  0.91693  0.64827  -1.87541
C  -1.66364  -1.10242  0.25877
C  -3.02947  -1.75761  0.11559
O  -2.96277  -3.10627  0.27997
O  -0.70751  -1.35978  -0.73094
H  -1.17487  -1.39678  1.18752
H  -1.84758  -0.03197  0.35055
H  -3.45418  -1.83308  -0.88542
H  -3.70211  -1.30447  0.84382
H  -3.60547  -3.48400  -0.32490
H  -0.02470  -0.70606  -0.89831
C  1.94335  0.95796  1.44366
C  2.27381  2.35427  0.90086
O  1.29176  2.72362  -0.09176
O  2.05979  -0.07733  0.39520
H  0.97825  0.96066  1.95029
H  2.71196  0.80199  2.20065
H  3.19217  2.33985  0.31391
H  2.29350  3.12287  1.67349
H  1.25591  1.92918  -0.62952
H  1.55763  0.27147  -0.34491

The net charge is +1. Its HOMO energy is -12.509 eV. The value obtained for the orbital gap is 6.23 eV.

# 7
Molecular formula: C4H12BN
Method: DFT, wB97M-V/def2-TZVPD

Positions of all 18 atoms, in Å:
B  -2.27399  0.11403  0.00760
N  -0.94921  0.67768  0.05191
C  0.36668  0.02746  0.02205
C  1.38375  1.15968  0.30204
C  0.30647  -1.09863  1.09277
C  0.53876  -0.56808  -1.35543
H  -2.97985  1.05613  -0.25316
H  -2.75426  -1.02137  0.22196
H  -1.02045  1.60574  -0.43642
H  1.04687  2.13195  -0.08932
H  1.56701  1.26557  1.43392
H  2.41889  0.96584  -0.15690
H  -0.54299  -1.74494  0.74617
H  -0.24950  -0.58327  1.97875
H  1.15270  -1.71334  1.41619
H  -0.05975  -1.45691  -1.63723
H  0.53881  0.18128  -2.09109
H  1.51006  -0.99883  -1.25381

As for the SMILES: BNC(C)(C)C. Its HOMO energy is -9.901 eV. The value obtained for the orbital gap is 10.68 eV. As for the relative energy (zero: lowest compared OMol25 entry of this formula, charge and spin): 29.2 kcal/mol.

# 8
Molecular formula: C4H12ClN2Si
Method: DFT, wB97M-V/def2-TZVPD

Positions of all 20 atoms, in Å:
C  1.28356  -0.08922  -0.43186
C  3.75755  -0.69789  -0.52168
C  -1.59080  2.46495  -1.40779
C  -1.31507  0.10687  -1.00059
N  2.36084  -0.64370  -0.88438
N  -1.58086  1.27604  -0.56353
Si  -1.61572  -1.23976  0.35555
Cl  1.34872  0.88028  0.87185
H  4.10762  -1.73697  -0.72847
H  3.92735  -0.54906  0.60172
H  4.52498  -0.00948  -0.96291
H  -0.54948  2.84100  -1.53337
H  -1.83560  2.21726  -2.41381
H  -2.38918  3.08571  -0.98552
H  -1.00883  0.09557  -2.08174
H  2.18301  -0.96318  -1.83460
H  -2.07491  1.25452  0.41727
H  -2.92557  -0.92363  0.99380
H  -0.30988  -1.29098  0.99428
H  -2.01968  -2.39473  -0.46287

The net charge is +1. Its HOMO energy is -12.464 eV. The value obtained for the orbital gap is 8.90 eV. As for the relative energy (zero: lowest compared OMol25 entry of this formula, charge and spin): 62.1 kcal/mol.

# 9
Molecular formula: C4H12ClNOSSi
Method: DFT, wB97M-V/def2-TZVPD

Positions of all 21 atoms, in Å:
C  1.11021  2.70945  1.71753
C  -1.23617  0.62578  -1.86160
C  -1.79006  -1.73501  0.19800
C  1.07281  -1.51806  -1.04793
N  -0.11773  0.45408  0.99957
O  1.89227  1.24709  -0.48690
Si  -0.52167  -0.44595  -0.47708
S  1.28105  1.23635  0.94999
Cl  2.38340  -0.33777  2.01971
H  2.03104  3.31145  1.82482
H  0.43438  2.73773  2.53773
H  -0.72145  1.51778  -2.20048
H  -1.47470  -0.07150  -2.68626
H  -2.24271  0.95990  -1.37908
H  -1.53229  -1.69115  1.36796
H  -2.86154  -1.76330  0.26093
H  -1.39266  -2.75752  -0.21596
H  1.97078  -0.87588  -0.86511
H  1.25885  -2.33621  -0.39662
H  0.93034  -1.83723  -2.16169
H  -0.47415  0.56998  1.90245

Its HOMO energy is -9.077 eV. The value obtained for the orbital gap is 8.74 eV. As for the relative energy (zero: lowest compared OMol25 entry of this formula, charge and spin): 59.1 kcal/mol.

# 10
Molecular formula: C4H12MnN2O14S2
Method: DFT, wB97M-V/def2-TZVPD

Positions of all 35 atoms, in Å:
Mn  -0.40105  0.19451  -0.69576
C  -3.30530  1.59760  0.23885
O  -2.34862  0.76367  -0.20414
H  -2.92896  2.37592  0.95553
H  -3.81312  2.22510  -0.53546
H  -4.08558  1.04889  0.82093
C  -0.56773  1.63553  -3.23657
O  0.42595  0.88682  -2.65115
H  -0.48619  2.72177  -2.94822
H  -0.44337  1.66197  -4.35143
H  -1.59458  1.30606  -2.98511
S  2.99164  -0.40465  0.38772
O  3.50337  0.62344  1.36072
O  3.12284  -1.70848  1.09224
O  1.54266  -0.08678  0.13390
O  3.76254  -0.35065  -0.85601
S  -0.32835  -2.95441  -2.08150
O  0.00037  -3.97915  -1.03823
O  0.74927  -2.68245  -3.01489
O  -1.52642  -3.50967  -2.81639
O  -0.77627  -1.72220  -1.34323
C  -0.10447  -3.26364  1.84369
N  -0.66899  -1.91931  2.12528
O  -0.49132  -1.11901  1.26023
O  -1.15670  -1.68282  3.24033
H  -0.93307  -3.96167  2.00099
H  0.63723  -3.49921  2.60694
H  0.30245  -3.33154  0.82656
C  1.77924  2.51339  1.78854
N  0.66211  3.01662  0.93333
O  0.32716  2.32077  0.01639
O  0.11029  4.08232  1.25098
H  2.70036  2.92260  1.38638
H  1.83877  1.42688  1.70257
H  1.50386  2.85177  2.78597

The multiplicity is 6. The net charge is -4. Its HOMO energy (alpha / beta) is 4.545 / 4.380 eV. The value obtained for the orbital gap (alpha / beta) is 4.57 / 4.73 eV. As for the relative energy (zero: lowest compared OMol25 entry of this formula, charge and spin): 0.0 kcal/mol.

# 11
Molecular formula: C4H12N2
Method: DFT, wB97M-V/def2-TZVPD

Positions of all 18 atoms, in Å:
C  1.21128  -0.54281  -1.69859
C  0.50150  -0.16147  -0.42166
C  -0.33693  1.24464  -0.55658
C  -0.98589  1.45478  0.79893
N  -1.26271  0.19084  1.47938
N  1.31061  -0.19484  0.77280
H  1.66290  0.35927  -2.14225
H  1.81441  -1.44991  -1.54264
H  0.42564  -0.84654  -2.40450
H  -0.28726  -0.94022  -0.33047
H  -0.14118  1.84220  -1.49969
H  0.20212  1.78537  0.52499
H  -1.78433  2.16764  0.74132
H  -1.05782  -3.20926  0.80896
H  -1.38261  -2.61438  0.77435
H  -1.61643  0.49064  2.43214
H  -0.24298  -0.16235  1.68542
H  1.96967  0.58643  0.57808

The multiplicity is 2. The net charge is -1. Its HOMO energy (alpha / beta) is -1.323 / -1.702 eV. The value obtained for the orbital gap (alpha / beta) is 5.80 / 6.11 eV. As for the relative energy (zero: lowest compared OMol25 entry of this formula, charge and spin): 111.2 kcal/mol.

# 12
Molecular formula: C4H12N2
Method: DFT, wB97M-V/def2-TZVPD

Positions of all 18 atoms, in Å:
C  -0.26284  -2.33430  1.63187
C  0.39516  -3.17180  0.53838
C  1.46108  -2.41891  -0.24615
H  -0.53467  -1.36858  1.18857
H  0.42217  -2.01973  2.42309
H  -1.19086  -2.77355  1.99372
H  -0.42352  -3.62383  -0.02620
H  0.96012  -4.01894  0.95053
H  1.69520  -2.91550  -1.18478
H  1.16269  -1.38940  -0.49347
H  2.24503  -2.13647  0.45650
N  -0.80682  3.00804  -0.67055
C  -0.57504  4.30618  -1.05960
N  -1.22915  5.28271  -0.54005
H  -1.76340  2.75310  -0.50774
H  -0.23972  2.42642  -1.29423
H  0.08135  4.38841  -1.92189
H  -1.39676  6.00616  -1.23801

The multiplicity is 2. The net charge is -1. Its HOMO energy (alpha / beta) is 1.116 / -5.242 eV. The value obtained for the orbital gap (alpha / beta) is 2.59 / 8.90 eV. As for the relative energy (zero: lowest compared OMol25 entry of this formula, charge and spin): 14.9 kcal/mol.